1.
The following is a DFT calculation (ωB97M-V/def2-TZVPD) of an isolated molecule of C29H33FN2O4.

Cartesian coordinates (Å):
1 C 8.82463 -2.25255 0.81059
2 C 7.43194 -1.65304 0.76423
3 O 6.72906 -2.23328 -0.33466
4 C 5.43908 -1.84355 -0.46879
5 O 4.89081 -1.06271 0.26905
6 N 4.88612 -2.46019 -1.53611
7 C 3.51221 -2.26503 -1.97031
8 C 3.27003 -0.80503 -2.36988
9 C 1.81986 -0.57693 -2.78916
10 C 0.88667 -0.99487 -1.65451
11 C 1.09566 -2.48343 -1.36378
12 C 2.52632 -2.69545 -0.87768
13 C 0.04442 -2.96131 -0.36496
14 C -1.32949 -2.91211 -1.03822
15 C -2.47476 -2.48357 -0.12747
16 O -2.59473 -2.71260 1.04110
17 O -3.37285 -1.78320 -0.83149
18 C -2.95412 -1.60023 -2.18529
19 C -3.75694 -2.51362 -3.10649
20 C -1.44457 -1.90674 -2.18803
21 C -0.59777 -0.64425 -1.92744
22 C -1.15983 0.12370 -0.77020
23 C -1.74518 1.31353 -0.87710
24 C -2.32758 2.07117 0.22072
25 C -2.64165 1.51119 1.46329
26 C -3.20240 2.31362 2.43517
27 C -3.44629 3.66087 2.16375
28 C -4.03487 4.55729 3.16332
29 C -4.97881 5.51566 2.79649
30 C -5.53147 6.36122 3.74044
31 C -5.15278 6.27576 5.06950
32 C -4.21451 5.32296 5.42208
33 F -3.83163 5.22964 6.71416
34 C -3.65277 4.46356 4.49965
35 C -3.10443 4.11453 0.88784
36 N -2.57404 3.35577 -0.04480
37 H 8.76449 -3.32949 0.94235
38 H 9.37839 -1.82256 1.63994
39 H 9.35241 -2.04497 -0.11630
40 H 6.87860 -1.85750 1.68761
41 H 7.47115 -0.56641 0.62669
42 H 5.48553 -3.08284 -2.05069
43 H 3.37083 -2.90533 -2.84835
44 H 3.94579 -0.53673 -3.18449
45 H 3.50442 -0.17522 -1.51153
46 H 1.67582 0.47945 -3.02243
47 H 1.59462 -1.15593 -3.68879
48 H 1.19647 -0.44012 -0.76243
49 H 0.96983 -3.05456 -2.29146
50 H 2.69300 -3.74690 -0.63368
51 H 2.71469 -2.10328 0.01760
52 H 0.26085 -3.97842 -0.03728
53 H 0.06028 -2.32786 0.52299
54 H -1.58937 -3.91198 -1.40478
55 H -3.16233 -0.55393 -2.43202
56 H -3.55833 -3.55894 -2.88215
57 H -3.49706 -2.31520 -4.14253
58 H -4.81854 -2.32799 -2.96777
59 H -1.15001 -2.34159 -3.14458
60 H -0.66144 -0.01558 -2.82242
61 H -1.06638 -0.34957 0.19626
62 H -1.79716 1.81670 -1.83398
63 H -2.47878 0.46242 1.65306
64 H -3.47734 1.89610 3.39318
65 H -5.29447 5.58191 1.76639
66 H -6.26565 7.09411 3.44172
67 H -5.56863 6.92674 5.82164
68 H -2.91256 3.74704 4.81986
69 H -3.25246 5.15162 0.61335

For the gap between HOMO and LUMO, the calculation gives 8.679 eV. The value obtained for the LUMO energy is 0.3 eV. The value obtained for the total energy is -1635.2875 a.u. Its SMILES is CCOC(=O)N[C@@H]1CC[C@@H]2[C@@H](C1)C[C@H]1C(=O)O[C@H](C)[C@H]1[C@H]2/C=C/c1ccc(-c2cccc(F)c2)cn1. The value obtained for the highest occupied orbital energy is -0.3070 hartree.

2.
The following is a DFT calculation (ωB97M-V/def2-TZVPD) of a structure of composition C29H33N5O5P2PdS4 in a non-equilibrium geometry.

Cartesian coordinates (Å):
1 Pd 0.03254 -0.57661 -0.79852
2 C -2.06613 -3.27461 -0.97788
3 P -0.34215 -2.77779 -1.16679
4 C 0.62681 -3.93656 -0.15301
5 C 0.17066 -3.17620 -2.87189
6 C 1.50597 -2.46443 -3.08177
7 P 1.22232 -0.70567 -2.68218
8 C 2.83873 0.09358 -2.70232
9 C 0.32160 -0.10203 -4.14917
10 H -2.21228 -4.28898 -1.35181
11 H -2.70872 -2.58646 -1.52607
12 H -2.35011 -3.22998 0.07279
13 H 0.74392 -4.88222 -0.68408
14 H 0.09424 -4.14826 0.77153
15 H 1.60896 -3.52936 0.08298
16 H -0.59084 -2.79072 -3.55506
17 H 0.23572 -4.25413 -3.02418
18 H 1.88451 -2.56486 -4.10010
19 H 2.26920 -2.85656 -2.40432
20 H 3.31447 -0.07313 -3.67024
21 H 3.46684 -0.32397 -1.91560
22 H 2.72642 1.16446 -2.53625
23 H 0.53231 -0.76124 -4.99215
24 H 0.65649 0.89699 -4.42088
25 H -0.75224 -0.07498 -3.97385
26 N -2.44926 6.86375 4.73695
27 C -1.73517 5.78744 4.34179
28 C -2.38504 4.57107 4.04256
29 C -1.66505 3.48067 3.63126
30 C -0.27335 3.57836 3.51216
31 C 0.39030 4.77046 3.80787
32 C -0.33515 5.86358 4.21441
33 S 0.63554 2.22855 2.97157
34 O 0.18509 1.12813 3.95262
35 O 2.03714 2.51257 3.02577
36 N 0.11284 1.64546 1.63336
37 C 0.34404 2.22224 0.44862
38 S 0.67028 3.90924 0.20841
39 C 0.65719 3.68312 -1.49568
40 C 0.42239 2.39316 -1.78151
41 N 0.27661 1.54333 -0.69671
42 H -3.44116 6.80252 4.87675
43 H -1.99404 7.71821 5.00131
44 H -3.46026 4.49890 4.14310
45 H -2.17726 2.55203 3.41090
46 H 1.46633 4.82639 3.71626
47 H 0.17195 6.79154 4.44465
48 H 0.78633 4.50360 -2.18069
49 H 0.30088 2.00894 -2.77797
50 S 2.23650 -1.53951 4.60839
51 C 1.11261 -1.44223 3.26882
52 N 1.62320 -1.00750 2.16369
53 C 2.87622 -0.47519 2.37016
54 C 3.60914 0.24759 1.42311
55 C 4.82202 0.76809 1.79890
56 C 5.31812 0.58194 3.10196
57 C 4.61012 -0.11701 4.05290
58 C 3.38184 -0.65443 3.66575
59 H 0.40402 0.19179 4.06243
60 H 3.18360 0.41438 0.44153
61 H 5.40333 1.35180 1.09834
62 H 6.27487 1.01171 3.36551
63 H 4.98796 -0.23769 5.05837
64 O -4.80186 -1.32412 3.60157
65 S -3.62100 -0.52957 3.67208
66 O -3.56114 0.60579 4.53672
67 N -3.05087 -0.17588 2.19724
68 C -1.90264 -0.73660 1.90822
69 O -1.31722 -0.63183 0.81791
70 C -1.36805 -1.59372 3.06045
71 C -0.12298 -2.38291 3.14292
72 C -0.10538 -3.36765 4.25435
73 C -1.03674 -3.38471 5.24051
74 C -2.10716 -2.45749 5.18519
75 C -2.25795 -1.62142 4.08419
76 H 0.04637 -2.89863 2.19632
77 H 0.73560 -4.05057 4.28206
78 H -0.97120 -4.08507 6.06109
79 H -2.84273 -2.42710 5.98310

For the gap between HOMO and LUMO (spin up / spin down), the calculation gives 4.200 / 4.199 eV. The value obtained for the LUMO energy (spin up / spin down) is -8.1 / -8.1 eV. The value obtained for the total energy is -4177.6722 a.u. The calculation puts the energy relative to the best compared isomer or geometry (same formula, charge and spin) at 19.50 kcal per mole. Its charge is +2. The value obtained for the highest occupied orbital energy (spin up / spin down) is -0.4515 / -0.4515 hartree.

3.
The following is a DFT calculation (ωB97M-V/def2-TZVPD) of a structure of composition C29H34AsN5O4ReS in a non-equilibrium geometry.

Cartesian coordinates (Å):
1 Re 1.80442 -0.35928 0.75244
2 O 0.76879 -1.67451 -0.46226
3 S -0.60601 -1.08902 -0.26376
4 O -1.38495 -0.91624 -1.42801
5 O -1.33013 -2.13367 0.68374
6 O -0.33600 0.07224 0.62256
7 C -3.15212 -5.91852 3.87513
8 C -2.80874 -4.58521 4.07074
9 C -2.65740 -3.74103 2.98474
10 C -2.85239 -4.26069 1.70714
11 C -3.19907 -5.59260 1.49646
12 C -3.34626 -6.42268 2.59669
13 As -2.75024 -3.13752 0.19975
14 C -2.54893 -3.87850 -1.51400
15 C -1.65689 -4.83907 -1.95996
16 C -1.72053 -5.21614 -3.29375
17 C -2.66178 -4.63336 -4.13308
18 C -3.55429 -3.67180 -3.66970
19 C -3.50722 -3.27754 -2.34356
20 C -4.39729 -2.27231 -1.69952
21 C -5.42006 -1.57943 -2.32336
22 C -6.18191 -0.67321 -1.59225
23 C -5.94571 -0.45176 -0.24188
24 C -4.92960 -1.14127 0.40585
25 C -4.17333 -2.02923 -0.33729
26 H -3.27047 -6.57022 4.73025
27 H -2.66106 -4.20422 5.07177
28 H -2.38346 -2.70421 3.13187
29 H -3.35321 -5.97912 0.49619
30 H -3.61267 -7.46070 2.45430
31 H -0.93083 -5.28526 -1.29226
32 H -1.04140 -5.96412 -3.67793
33 H -2.70571 -4.93575 -5.17080
34 H -4.27810 -3.24248 -4.34869
35 H -5.63544 -1.73564 -3.37154
36 H -6.97921 -0.13489 -2.08675
37 H -6.55615 0.25155 0.30685
38 H -4.74238 -0.98315 1.46010
39 C 6.92569 -1.10778 -0.49447
40 C 6.18200 -1.90875 0.58740
41 C 6.81408 -1.67818 1.96951
42 C 6.15231 -3.40402 0.23786
43 C 4.79923 -1.41665 0.63793
44 N 3.71573 -1.03220 0.67876
45 H 7.95292 -1.46797 -0.53968
46 H 6.94987 -0.04409 -0.25598
47 H 6.47148 -1.24535 -1.47534
48 H 7.84256 -2.03629 1.93676
49 H 6.28428 -2.22824 2.74647
50 H 6.82952 -0.61994 2.23024
51 H 7.17904 -3.76698 0.20111
52 H 5.69298 -3.57521 -0.73510
53 H 5.61363 -3.97650 0.99224
54 C 1.27383 2.62976 1.08642
55 N 2.38929 1.67984 0.67776
56 C 3.57487 1.98264 1.58429
57 N 3.96581 3.36244 1.50501
58 C 2.83707 4.21438 1.89499
59 N 1.69209 4.00034 1.00828
60 C 2.09308 4.30434 -0.36846
61 N 3.21102 3.45175 -0.78843
62 C 2.80738 2.07548 -0.72746
63 C 4.33741 3.67390 0.12116
64 H 0.98566 2.37394 2.10732
65 H 0.43346 2.44855 0.41729
66 H 4.39939 1.34647 1.26706
67 H 3.28904 1.73087 2.60852
68 H 3.14362 5.25772 1.84124
69 H 2.54940 3.98706 2.92244
70 H 2.39791 5.34773 -0.43078
71 H 1.24593 4.14608 -1.03691
72 H 3.63126 1.42177 -1.02160
73 H 1.95273 1.89754 -1.38079
74 H 4.64577 4.71644 0.06165
75 H 5.17626 3.04386 -0.17992

Its spin multiplicity is 2. For the gap between HOMO and LUMO (spin up / spin down), the calculation gives 7.157 / 6.568 eV. The value obtained for the LUMO energy (spin up / spin down) is -6.0 / -6.2 eV. The value obtained for the total energy is -4411.8504 a.u. The calculation puts the energy relative to the best compared isomer or geometry (same formula, charge and spin) at 0.00 kcal per mole. Its charge is +2. The value obtained for the highest occupied orbital energy (spin up / spin down) is -0.4829 / -0.4689 hartree.